Below is one molecule with the formula C8H7NO3Se in a non-equilibrium geometry, with properties calculated with the ωB97M-V functional and the def2-TZVPD basis.

Each line ends with the Löwdin charge.
Element x y z (Å)
C1 0.222 0.859 -1.816  -0.0441
C2 -0.677 0.887 1.111  -0.2316
O1 0.820 -2.224 1.190  0.1329
H1 2.882 1.458 0.247  0.1178
O2 1.558 -0.374 2.126  -0.0824
C3 -0.529 -0.373 -1.733  -0.0420
C4 -0.247 -0.333 0.703  -0.3220
C5 1.865 1.765 0.046  -0.2526
H2 0.071 1.318 -2.753  0.1019
C6 1.124 1.267 -0.928  0.0419
C7 -0.772 -0.916 -0.539  -0.2338
O3 1.360 2.656 0.964  -0.3553
H3 -0.858 -0.794 -2.580  0.0747
H4 -1.961 -2.168 -1.620  0.0842
H5 -2.558 -1.924 0.020  0.0570
H6 -0.504 3.118 2.371  -0.0142
Se1 0.338 1.840 2.428  1.2316
N1 0.807 -1.049 1.365  -0.3343
H7 -1.219 -2.928 -0.041  0.0907
C8 -1.720 -2.085 -0.559  -0.0202

energy above the lowest of the compared OMol25 structures with the same formula, charge and spin	123.37	kcal/mol
LUMO	-1.617	eV
net charge	0
HOMO	-8.359	eV